No. 1
# C11H16N3

A 2-piece molecular cluster, C11H16N3 overall at a distorted geometry (ωB97M-V/def2-TZVPD, OMol25).

Positions of all 30 atoms, in Å:
N (1.93593, -0.10208, 0.93585)
N (2.79774, -0.69972, -1.10071)
N (-1.45075, 0.63328, 0.48765)
C (-1.79588, 2.06351, 0.32513)
C (-1.31232, 0.99006, -1.78010)
C (-1.91362, 2.31629, -1.23860)
C (-0.99260, -1.46526, -0.44340)
C (4.08583, -0.71882, -0.66893)
C (4.26472, -0.74200, 0.70361)
C (-1.28416, 0.04312, -0.62254)
C (-1.23068, -0.17367, 1.65866)
C (3.09536, -0.55293, 1.46282)
C (-1.32653, -1.61846, 1.07649)
C (1.66490, -0.36591, -0.30719)
H (-0.12456, 0.06645, 1.91703)
H (2.70505, -0.71679, -2.12417)
H (3.18951, -0.31189, 2.54172)
H (-1.65919, -2.02231, -1.13819)
H (-0.16131, 1.04816, -1.88404)
H (-1.49460, 3.17669, -1.65024)
H (-2.99132, 2.24414, -1.58932)
H (5.19965, -0.90039, 1.11756)
H (-0.64589, -2.46069, 1.42561)
H (-0.95053, 2.56222, 0.67991)
H (-1.85650, 0.05092, 2.37768)
H (-2.68162, 2.44210, 0.96458)
H (-1.75735, 0.76144, -2.76050)
H (-2.39887, -1.87662, 1.38528)
H (4.90255, -0.87010, -1.37518)
H (0.09282, -1.54799, -0.71170)

Results
HOMO level in eV: -11.32
Total charge: +1
Relative energy (zero: lowest compared OMol25 entry of this formula, charge and spin) in kcal/mol: 77.6
LUMO energy in hartree: -0.122
DFT total energy in a.u.: -592.66220
Kohn-Sham gap in eV: 8.01

Here are the Mulliken charges for atoms 1 to 5, given in e:
1. N -0.208
2. N -0.021
3. N 0.223
4. C -0.681
5. C -0.612

No. 2
# C45H60BrClF9N8O2

A 5-piece molecular cluster, C45H60BrClF9N8O2 overall at a distorted geometry (ωB97M-V/def2-TZVPD, OMol25).

Positions of all 126 atoms, in Å:
Br (0.87667, 0.49834, 2.52896)
Cl (-3.98327, 0.25657, 5.06604)
F (-5.39720, 2.42066, -1.76036)
F (-3.80727, -1.18608, -2.34142)
F (-4.52429, 0.19152, -4.29726)
F (-3.58252, 2.05022, -3.62534)
F (-7.43629, 2.79604, -3.15574)
F (-6.13500, 0.35640, -1.92241)
F (-3.58448, 0.49051, -0.96620)
F (-6.06404, 2.35019, -4.75506)
F (-7.42602, 0.83243, -4.04018)
O (2.66076, -0.67443, -2.40216)
O (4.18648, -1.73937, -3.63616)
N (-1.24235, 2.25429, -0.39403)
N (-0.26481, -0.41000, -0.77702)
N (4.85193, -3.86670, 2.56415)
N (-3.54223, -2.40204, 8.69579)
N (-1.23823, -1.47738, 1.13247)
N (4.44710, 5.07127, -1.51003)
N (-4.10697, -1.57800, -9.63678)
N (-0.44554, 0.76166, 1.17284)
C (0.92735, 2.88106, 0.60820)
C (-2.92800, -0.26454, 2.57959)
C (3.84866, 2.73524, 2.67348)
C (-1.30918, -2.83825, 0.56120)
C (3.94614, -1.14196, -2.63104)
C (-2.76900, -3.18038, 0.18491)
C (0.65834, 0.74715, -0.85804)
C (-6.66470, 1.85223, -3.67908)
C (0.39639, -4.68621, 0.79094)
C (-5.48668, -1.00891, 8.54118)
C (6.78937, -2.91365, 3.60668)
C (7.57956, -3.94810, 3.13106)
C (4.96161, -0.83635, -1.56610)
C (-2.76695, 0.63093, 3.81798)
C (6.98661, -4.94087, 2.36900)
C (2.58569, 0.74957, -2.48734)
C (1.14749, 1.15243, -2.24593)
C (-5.15585, -0.26670, -7.41686)
C (-5.61739, 1.39369, -2.60193)
C (6.58572, 6.54317, -2.51781)
C (-4.86118, -2.21861, -8.74721)
C (-3.87540, -0.28523, -9.42376)
C (-4.92557, -2.03528, 10.61760)
C (-5.77123, -1.22326, 9.88010)
C (5.29194, 7.03132, -2.59868)
C (2.46108, 2.74192, 0.48963)
C (5.69762, 4.61657, -1.44102)
C (-1.05219, -0.87368, -1.92637)
C (3.21063, 3.56567, 1.55755)
C (6.79574, 5.30854, -1.92532)
C (-4.37243, 0.41474, -8.33396)
C (-5.40857, -1.61260, -7.62573)
C (-1.83879, -1.34825, 2.47437)
C (-0.68376, -3.87988, 1.52262)
C (5.62614, -4.85317, 2.11508)
C (-3.82869, -2.59697, 9.98103)
C (-4.36596, -1.62019, 8.00014)
C (4.51856, -1.11331, -0.13313)
C (0.03628, 1.73494, 0.10341)
C (-3.37402, 0.10570, -2.25003)
C (-4.26101, 0.96278, -3.20774)
C (-1.91363, 0.16295, -2.65773)
C (5.43883, -2.92161, 3.29700)
C (-0.69237, -0.45878, 0.51031)
C (4.26273, 6.26080, -2.08122)
H (-1.03633, -1.20302, 3.19141)
H (-2.92078, 0.37248, 1.70099)
H (8.63826, -3.98022, 3.35227)
H (2.86662, 1.07512, -3.49154)
H (3.24951, 1.21163, -1.75598)
H (1.24040, -4.03348, 0.56281)
H (1.55090, 0.39914, -0.33027)
H (5.23938, 0.21481, -1.65172)
H (-5.10959, -2.23122, 11.66474)
H (1.10740, 2.23616, -2.36742)
H (-4.15076, 1.46623, -8.21084)
H (-1.56792, 2.95984, 0.25816)
H (2.54954, 4.29362, 2.03114)
H (-6.01694, -2.18275, -6.93684)
H (2.77111, 3.16094, -0.46601)
H (4.78568, -2.13166, 3.65359)
H (7.41640, 7.11528, -2.90914)
H (3.23746, 6.61111, -2.12328)
H (3.09259, 2.28014, 3.31007)
H (7.56308, -5.76803, 1.97919)
H (0.00995, -5.12251, -0.12746)
H (0.64711, 3.17698, 1.61842)
H (-0.22705, -3.40143, 2.38599)
H (-6.63718, -0.76582, 10.34067)
H (-2.29023, -2.30688, 2.70903)
H (5.08221, 7.98962, -3.05249)
H (-1.80845, 0.48253, 4.30627)
H (4.45534, 3.38644, 3.30116)
H (5.82221, 3.64589, -0.97087)
H (5.28758, -0.75178, 0.54963)
H (-0.71674, -2.89886, -0.34356)
H (-1.53868, 1.17494, -2.60448)
H (-6.11922, -0.38159, 7.92756)
H (-5.56507, 0.24401, -6.55656)
H (0.78037, -5.46358, 1.44638)
H (-3.47323, -2.50500, 0.66718)
H (-4.10736, -1.48173, 6.95828)
H (4.41363, -2.17617, 0.07569)
H (-5.03408, -3.27033, -8.94709)
H (0.65382, 3.72013, -0.03089)
H (-3.00901, -4.20516, 0.45156)
H (-3.26128, 0.21172, -10.16668)
H (7.78851, 4.88964, -1.83918)
H (-1.45643, -4.57466, 1.84267)
H (-1.70836, -1.68269, -1.64790)
H (3.99582, 4.14561, 1.07454)
H (3.59461, -0.60285, 0.14113)
H (5.82444, -1.45463, -1.79615)
H (2.76490, 1.70387, 0.60907)
H (5.12642, -5.61144, 1.52205)
H (-2.94393, -3.09177, -0.88412)
H (4.50965, 1.97062, 2.26523)
H (0.56158, 0.68333, -3.03233)
H (-3.90128, -0.73852, 2.66540)
H (-3.14261, -3.23640, 10.52523)
H (-2.83658, 1.68626, 3.57268)
H (7.20927, -2.11798, 4.20641)
H (-1.90905, -0.09875, -3.71855)
H (-1.06883, 2.75036, -1.26405)
H (-0.35110, -1.30829, -2.63835)

Results
HOMO level in eV: -10.96
Total charge: +1
Relative energy (zero: lowest compared OMol25 entry of this formula, charge and spin) in kcal/mol: 0.0
LUMO energy in hartree: -0.128
DFT total energy in a.u.: -6272.00871
Kohn-Sham gap in eV: 7.48

Here are the Mulliken charges for atoms 1 to 5, given in e:
1. Br 0.039
2. Cl -0.210
3. F -0.298
4. F -0.320
5. F -0.260

No. 3
# C11H10BrCdF3

C11H10BrCdF3 as an isolated structure at a distorted geometry (ωB97M-V/def2-TZVPD, OMol25).

Positions of all 26 atoms, in Å:
Cd (0.41746, -0.21667, 1.24069)
Br (1.86828, -1.41879, -0.37478)
F (0.39966, -1.92011, 3.73476)
F (2.43780, -1.13336, 3.62996)
F (0.84849, 0.13917, 4.36939)
C (0.95150, -0.51826, -3.80215)
C (-2.21511, 1.17096, 2.30444)
C (1.46233, 1.69356, -3.38682)
C (0.46582, 0.81264, -3.91896)
C (-2.34510, 0.83048, 0.92632)
C (1.13900, -0.78575, 3.38656)
C (-2.12081, -0.02406, 3.06257)
C (2.25152, -0.46616, -3.21902)
C (-2.16192, -1.11973, 2.16323)
C (-2.27813, -0.59703, 0.83441)
C (2.55266, 0.90147, -2.94143)
H (1.39907, 2.77943, -3.34764)
H (2.91280, -1.31158, -3.06881)
H (3.47137, 1.25741, -2.48261)
H (-2.02523, -0.07442, 4.15039)
H (-0.48705, 1.11086, -4.35132)
H (-2.27676, -2.17306, 2.42904)
H (-2.37828, -1.19996, -0.05564)
H (0.44082, -1.42681, -4.11207)
H (-2.25948, 2.17096, 2.73183)
H (-2.47070, 1.51881, 0.09766)

Results
HOMO level in eV: 0.16
Total charge: -2
Relative energy (zero: lowest compared OMol25 entry of this formula, charge and spin) in kcal/mol: 0.0
LUMO energy in hartree: 0.208
DFT total energy in a.u.: -3466.46115
Kohn-Sham gap in eV: 5.51

Here are the Mulliken charges for atoms 1 to 5, given in e:
1. Cd 0.708
2. Br -0.490
3. F -0.246
4. F -0.232
5. F -0.225

No. 4
# C7H6N2S2

One molecule with the formula C7H6N2S2 at a distorted geometry (ωB97M-V/def2-TZVPD, OMol25).

Positions of all 17 atoms, in Å:
S (-0.49688, 0.32768, -3.80056)
S (1.01669, 2.07254, -1.47276)
N (0.27714, 0.75622, -1.02519)
N (1.42508, 1.91181, -2.96339)
C (-0.78438, 0.17945, 2.48667)
C (-0.49571, -1.83409, 1.39604)
C (-0.36825, 0.86525, 1.34743)
C (0.00598, -1.19629, 0.28381)
C (-0.00085, 0.14978, 0.20898)
C (0.97219, 0.97530, -3.80632)
C (-0.80514, -1.23040, 2.57896)
H (-0.24663, 1.92021, 1.29836)
H (0.47637, -1.79414, -0.49734)
H (1.72507, 0.74537, -4.50647)
H (-0.40336, -2.90718, 1.49275)
H (-1.06522, -1.56649, 3.58656)
H (-1.23210, 0.62497, 3.39246)

Results
HOMO level (spin up / spin down) in eV: -7.23 / -8.58
Relative energy (zero: lowest compared OMol25 entry of this formula, charge and spin) in kcal/mol: 0.0
LUMO energy (spin up / spin down) in hartree: 0.017 / -0.102
DFT total energy in a.u.: -1176.07275
Kohn-Sham gap (spin up / spin down) in eV: 7.68 / 5.80
Spin multiplicity: 3

Here are the Mulliken charges for atoms 1 to 5, given in e:
1. S -0.138
2. S 0.231
3. N -0.300
4. N -0.335
5. C -0.373

No. 5
# C20H20IrN7O2S2

C20H20IrN7O2S2 as an isolated structure at a distorted geometry (ωB97M-V/def2-TZVPD, OMol25).

Positions of all 52 atoms, in Å:
Ir (0.36376, 0.03172, 0.62917)
S (4.86612, -0.15009, 1.12227)
S (0.02847, -0.69590, 2.80563)
O (-1.63887, 0.06087, 0.03444)
O (-2.06870, 2.26166, -0.21334)
N (-0.19949, 1.83604, 1.35632)
N (1.89392, -3.57162, -0.73970)
N (-1.68308, 0.56652, 4.38186)
N (0.60785, -1.90919, -0.05799)
N (0.83998, 1.38220, -0.93948)
N (2.36758, -0.27265, 0.78992)
N (-1.00798, 1.72891, 2.51098)
C (-0.97743, 0.63674, 3.25428)
C (4.23401, -1.54545, 0.36881)
C (1.55372, 3.46417, -2.60674)
C (1.76760, 1.20855, -1.88647)
C (-0.68749, 2.70457, 0.38332)
C (-2.36839, 0.99940, -0.32254)
C (-1.30769, -5.32235, -1.35223)
C (-1.61796, -3.08992, -0.43284)
C (0.58374, 3.64404, -1.63055)
C (-0.22988, -2.94645, -0.46230)
C (0.27157, 2.59541, -0.78986)
C (-3.71250, 0.71850, -0.90299)
C (1.84517, -2.33375, -0.22360)
C (0.58101, -3.99529, -0.90581)
C (-0.99452, 4.11685, 0.83284)
C (3.31268, 0.49597, 1.27160)
C (2.88567, -1.44989, 0.26559)
C (0.06348, -5.20037, -1.37009)
C (-2.13342, -4.28525, -0.88102)
C (2.16627, 2.22879, -2.72793)
H (-2.25257, -2.29884, -0.06563)
H (2.93420, 2.04834, -3.46620)
H (-1.39268, 4.70893, 0.01208)
H (-4.06865, 1.56689, -1.47934)
H (-3.66424, -0.17885, -1.51574)
H (1.82995, 4.28340, -3.25649)
H (-1.62684, -0.26680, 4.94343)
H (-2.20756, 1.34487, 4.74690)
H (0.70102, -6.00101, -1.71898)
H (-1.60214, 2.51090, 2.74384)
H (4.87822, -2.34736, 0.04699)
H (-1.76185, 4.13359, 1.60597)
H (-4.40988, 0.53144, -0.08378)
H (-1.76145, -6.24108, -1.69681)
H (0.08694, 4.59648, -1.52431)
H (2.72166, -4.10550, -0.94810)
H (3.11090, 1.45258, 1.72946)
H (-0.08758, 4.57960, 1.21670)
H (-3.20351, -4.43978, -0.86415)
H (2.17088, 0.20946, -1.98739)

Results
HOMO level in eV: -13.63
Total charge: +2
Relative energy (zero: lowest compared OMol25 entry of this formula, charge and spin) in kcal/mol: 4.3
LUMO energy in hartree: -0.205
DFT total energy in a.u.: -2208.24069
Kohn-Sham gap in eV: 8.05

Here are the Mulliken charges for atoms 1 to 5, given in e:
1. Ir 1.070
2. S -0.074
3. S -0.551
4. O -0.703
5. O -0.344

No. 6
# C23H36Cl5N3O10PS2

A 3-piece molecular cluster, C23H36Cl5N3O10PS2 overall (ωB97M-V/def2-TZVPD, OMol25).

Positions of all 80 atoms, in Å:
Cl (3.88608, -6.34020, -3.07938)
Cl (2.17505, 0.85479, 1.89323)
Cl (3.67625, 2.70490, -0.36925)
Cl (2.39303, -3.74380, -3.10464)
Cl (2.50624, -0.77653, -4.49004)
S (2.35911, -4.29717, 0.62538)
S (7.49145, -2.44987, 0.72950)
P (4.12466, -0.67524, -3.26928)
O (-5.57472, 3.34724, 1.82848)
O (-10.59190, 6.93678, 1.55933)
O (-11.71988, 7.15566, -0.38067)
O (4.91072, -1.99704, -3.83996)
O (-7.66713, 2.65288, 1.36291)
O (3.10839, -5.49708, 0.52769)
O (1.28012, -3.94538, -0.21362)
O (3.99786, -0.32115, -0.74223)
O (-5.94015, 1.39092, 0.78049)
O (-9.83805, 5.91980, -0.26568)
N (5.50911, -2.43772, -1.18964)
N (3.70900, -3.00953, 0.33194)
N (-2.85624, 0.86659, 0.40591)
C (-0.83065, 1.36256, -0.95486)
C (1.37163, 0.19318, -1.53039)
C (-9.54569, 6.06889, 2.00449)
C (-10.80993, 6.71745, 0.24119)
C (4.39161, -5.08679, -2.01554)
C (4.06993, -2.69914, -1.17521)
C (3.39669, -1.34434, -1.56456)
C (-7.09943, 0.58101, 0.54785)
C (4.22828, -0.53961, 0.61940)
C (-8.21008, 1.62074, 0.52436)
C (5.55396, -5.51927, -1.16480)
C (4.51384, 2.00380, 1.03558)
C (1.88102, -1.25004, -1.44994)
C (3.73094, -3.91384, -2.05184)
C (3.52897, -1.76800, 1.18412)
C (6.34618, -2.44197, -0.32971)
C (-1.39224, 0.91303, 0.40515)
C (-8.80288, 5.77581, 0.71246)
C (1.97854, -4.00929, 2.31413)
C (-6.31943, 2.54154, 1.37019)
C (-0.14386, 0.25769, -1.76826)
C (6.00231, 1.87411, 0.75182)
C (3.91144, 0.67643, 1.50513)
H (3.98566, -1.97771, 2.15232)
H (-8.94817, 6.57520, 2.75662)
H (5.50449, -5.18089, -0.13257)
H (-1.00869, 1.57155, 1.19410)
H (1.89557, 0.74207, -2.31560)
H (6.43643, 2.86467, 0.63197)
H (1.54062, -1.66484, -0.49641)
H (1.39946, -1.84928, -2.21912)
H (5.86193, -1.83573, -3.87488)
H (-7.20544, -0.12184, 1.37510)
H (-6.97702, 0.04024, -0.38554)
H (2.46795, -1.59086, 1.31940)
H (2.89036, -3.98210, 2.90705)
H (-3.20902, 0.14977, 1.02534)
H (-0.33866, 0.40280, -2.83217)
H (-8.38667, 4.77598, 0.66648)
H (4.49733, -3.52539, 0.73022)
H (1.60896, 0.70510, -0.60114)
H (1.38843, -3.10854, 2.44747)
H (5.58026, -6.60556, -1.13014)
H (5.30541, -0.67012, 0.77090)
H (-0.58631, -0.70507, -1.48510)
H (-1.66604, 1.77219, -1.52530)
H (-8.37274, 2.03350, -0.47196)
H (-0.12002, 2.18160, -0.80285)
H (4.35229, 2.71173, 1.84751)
H (-9.15268, 1.27874, 0.94052)
H (-8.02234, 6.51140, 0.51113)
H (1.40780, -4.90947, 2.55446)
H (-9.99525, 5.17219, 2.43501)
H (4.40136, 0.46538, 2.46041)
H (6.49438, -5.18008, -1.60073)
H (-3.24560, 1.74187, 0.73569)
H (6.51128, 1.39360, 1.59315)
H (-1.02985, -0.09688, 0.62922)
H (6.18740, 1.29889, -0.15589)

Results
HOMO level in eV: -10.93
Total charge: +1
LUMO energy in hartree: -0.128
DFT total energy in a.u.: -5253.08943
Kohn-Sham gap in eV: 7.45

Here are the Mulliken charges for atoms 1 to 5, given in e:
1. Cl -0.163
2. Cl -0.107
3. Cl -0.127
4. Cl -0.066
5. Cl -0.183